Here is a structure of composition C18H62AsF6O13 from the Open Molecules 2025 dataset. Energies are from ωB97M-V/def2-TZVPD.

- Energy above the lowest of the compared OMol25 structures with the same formula, charge and spin: 0.0 kJ/mol
- Gap between HOMO and LUMO: 9.70 eV
- Multiplicity: 1
- DFT total energy: -123439.2695 eV
- Total charge: -1
- HOMO level: -7.33 eV
- LUMO energy: 2.37 eV

Element x y z (Å)
As (-0.036, -0.716, 0.360)
F (-0.118, -0.843, -1.405)
F (0.230, -2.436, 0.553)
F (0.017, -0.619, 2.132)
F (-0.306, 0.997, 0.302)
F (-1.809, -0.867, 0.436)
F (1.671, -0.399, 0.174)
O (2.448, -4.191, -0.635)
H (2.643, -3.983, 0.294)
H (2.273, -5.137, -0.631)
O (-0.213, 3.620, -0.096)
H (-0.195, 2.660, 0.073)
H (-0.128, 3.690, -1.056)
O (0.489, -3.255, -2.318)
H (1.132, -3.370, -1.590)
H (0.268, -2.314, -2.302)
O (0.111, -3.192, 3.312)
H (-0.272, -3.287, 2.432)
H (0.273, -2.245, 3.396)
O (4.591, -0.574, -0.518)
H (4.876, 0.283, -0.174)
H (3.822, -0.805, 0.016)
O (-3.450, 1.037, -0.366)
H (-3.821, 1.462, 0.422)
H (-2.815, 0.365, -0.035)
O (3.028, -3.927, 2.088)
H (2.358, -3.359, 2.493)
H (3.658, -4.106, 2.791)
C (0.279, 2.061, -3.333)
C (-0.717, 3.199, -3.564)
C (-2.082, 2.921, -2.922)
O (-0.245, 4.446, -3.027)
H (-0.096, 1.187, -3.864)
H (0.372, 1.785, -2.283)
H (1.241, 2.415, -3.704)
H (-0.887, 3.390, -4.630)
H (-2.819, 3.654, -3.264)
H (-2.017, 3.023, -1.840)
H (-2.531, 1.962, -3.186)
H (-0.518, 5.141, -3.625)
C (3.671, 2.976, -1.015)
C (5.143, 2.605, -1.083)
C (6.044, 3.813, -1.335)
O (5.506, 2.085, 0.201)
H (3.092, 2.074, -0.819)
H (3.321, 3.388, -1.966)
H (3.486, 3.744, -0.261)
H (5.262, 1.778, -1.785)
H (5.968, 4.133, -2.377)
H (7.084, 3.506, -1.217)
H (5.797, 4.625, -0.652)
H (5.680, 2.795, 0.824)
C (3.229, 1.999, 2.828)
C (1.969, 2.074, 3.716)
C (1.986, 1.215, 4.960)
O (1.780, 3.458, 3.979)
H (3.012, 2.490, 1.876)
H (3.646, 1.007, 2.668)
H (3.988, 2.671, 3.243)
H (1.152, 1.733, 3.070)
H (2.567, 0.304, 4.799)
H (1.029, 0.769, 5.251)
H (2.321, 1.723, 5.866)
H (1.900, 3.955, 3.166)
C (-3.404, 3.515, 3.343)
C (-3.223, 2.147, 2.721)
C (-2.490, 1.136, 3.562)
O (-4.493, 1.676, 2.253)
H (-4.177, 3.442, 4.116)
H (-3.773, 4.212, 2.590)
H (-2.484, 3.912, 3.771)
H (-2.595, 2.245, 1.829)
H (-2.313, 0.230, 2.991)
H (-3.056, 0.943, 4.485)
H (-1.568, 1.549, 3.976)
H (-5.058, 1.618, 3.032)
C (-1.265, -5.199, -0.072)
C (-1.640, -6.399, 0.808)
C (-2.822, -6.108, 1.754)
O (-1.999, -7.437, -0.100)
H (-1.423, -4.233, 0.414)
H (-1.798, -5.121, -1.016)
H (-0.184, -5.173, -0.209)
H (-0.846, -6.673, 1.511)
H (-3.753, -6.007, 1.193)
H (-2.651, -5.153, 2.250)
H (-2.882, -6.957, 2.439)
H (-2.325, -8.173, 0.431)
C (-2.621, -1.318, -3.104)
C (-3.197, -0.734, -4.381)
C (-2.937, -1.649, -5.594)
O (-4.587, -0.586, -4.215)
H (-2.419, -0.577, -2.334)
H (-1.681, -1.799, -3.381)
H (-3.230, -2.090, -2.634)
H (-2.677, 0.205, -4.614)
H (-3.462, -2.576, -5.348)
H (-1.895, -1.908, -5.785)
H (-3.351, -1.253, -6.524)
H (-5.063, -0.303, -4.998)

Here is a cluster of 15 separate species, C18H66N8O15 in total from the Open Molecules 2025 dataset. Energies are from ωB97M-V/def2-TZVPD.

- Energy above the lowest of the compared OMol25 structures with the same formula, charge and spin: 0.0 kJ/mol
- Gap between HOMO and LUMO: 8.09 eV
- Multiplicity: 1
- DFT total energy: -62364.5829 eV
- HOMO level: -8.53 eV
- LUMO energy: -0.45 eV

Element x y z (Å)
C (-0.219, -1.489, 3.953)
C (0.692, -2.442, 4.634)
O (1.792, -2.835, 3.806)
H (0.358, -0.717, 3.357)
H (-0.911, -0.996, 4.610)
H (-0.718, -2.049, 3.166)
H (0.266, -3.333, 5.023)
H (1.107, -2.018, 5.532)
H (2.282, -2.015, 3.574)
C (-1.276, 4.181, -3.033)
C (-1.389, 2.646, -3.094)
O (-2.704, 2.306, -3.423)
H (-1.298, 4.647, -3.998)
H (-0.327, 4.549, -2.560)
H (-2.141, 4.558, -2.417)
H (-1.097, 2.136, -2.180)
H (-0.735, 2.292, -3.875)
H (-3.197, 2.446, -2.630)
C (0.186, -1.128, 0.454)
C (0.433, 0.370, 0.182)
O (0.794, 0.998, 1.449)
H (-0.681, -1.199, 1.138)
H (1.052, -1.516, 1.039)
H (0.048, -1.654, -0.479)
H (-0.401, 0.866, -0.277)
H (1.181, 0.592, -0.560)
H (0.965, 1.941, 1.379)
C (-2.677, -0.550, -1.961)
O (-2.525, 0.273, -0.868)
N (-1.730, -0.777, -2.803)
N (-3.819, -1.142, -2.144)
H (-0.849, -0.273, -2.722)
H (-1.842, -1.288, -3.651)
H (-4.607, -0.565, -1.716)
H (-4.126, -1.656, -3.047)
C (3.311, -1.013, -2.731)
O (2.001, -1.310, -2.506)
N (4.216, -1.035, -1.766)
N (3.829, -0.879, -3.929)
H (3.834, -1.093, -0.853)
H (5.177, -0.727, -1.928)
H (3.207, -0.994, -4.755)
H (4.806, -0.811, -4.164)
C (-3.407, -2.903, 0.929)
O (-3.596, -4.019, 1.797)
N (-3.291, -3.116, -0.369)
N (-3.270, -1.698, 1.195)
H (-3.422, -4.017, -0.732)
H (-3.448, -2.378, -1.049)
H (-3.472, -1.460, 2.166)
H (-3.051, -1.052, 0.411)
C (-3.673, 3.861, -0.525)
O (-2.507, 4.351, -0.073)
N (-4.723, 4.529, -0.590)
N (-3.860, 2.622, -0.925)
H (-4.660, 5.542, -0.520)
H (-5.688, 4.098, -0.812)
H (-3.090, 1.995, -0.599)
H (-4.753, 2.160, -1.120)
C (-0.532, -3.867, -1.928)
O (0.733, -3.769, -2.616)
H (-1.023, -4.853, -1.975)
H (-1.178, -3.113, -2.286)
H (-0.354, -3.683, -0.838)
H (1.118, -2.877, -2.594)
C (-0.390, -4.788, 1.884)
O (1.011, -4.682, 1.769)
H (-0.788, -5.563, 1.168)
H (-0.946, -3.781, 1.809)
H (-0.515, -5.154, 2.947)
H (1.199, -3.962, 2.413)
C (1.308, 2.988, 4.232)
O (1.175, 3.455, 5.541)
H (0.707, 3.679, 3.650)
H (0.942, 1.977, 4.119)
H (2.353, 3.157, 3.859)
H (0.274, 3.796, 5.610)
C (2.197, 2.055, -2.983)
O (2.955, 1.738, -4.083)
H (2.737, 1.973, -2.058)
H (1.427, 1.363, -2.854)
H (1.815, 3.029, -3.180)
H (3.382, 0.887, -3.884)
C (-2.037, 2.043, 2.077)
O (-1.578, 0.963, 2.889)
H (-2.817, 2.541, 2.675)
H (-2.465, 1.715, 1.088)
H (-1.202, 2.803, 1.981)
H (-0.797, 0.613, 2.420)
C (0.673, 3.730, -0.074)
O (1.659, 3.324, 0.854)
H (1.216, 3.803, -1.017)
H (0.041, 4.587, 0.224)
H (-0.051, 2.984, -0.322)
H (2.442, 3.707, 0.524)
C (3.999, 0.858, 0.758)
O (3.281, -0.326, 0.824)
H (3.703, 1.458, 1.637)
H (3.817, 1.467, -0.157)
H (5.024, 0.715, 0.906)
H (2.380, -0.094, 1.005)
C (3.687, -3.505, 0.190)
O (3.140, -4.821, -0.038)
H (4.523, -3.407, -0.465)
H (3.998, -3.421, 1.243)
H (3.019, -2.695, 0.142)
H (2.330, -4.863, 0.506)

Q: Which value of energy above the lowest of the compared OMol25 structures with the same formula, charge and spin does entry 2 give?
A: 0.0 kJ/mol